# 1
Here is a structure of composition C24H36AuN4O2S in a non-equilibrium geometry from OMol25. Energies are from ωB97M-V/def2-TZVPD.

Atoms and positions in Å:
Au 0.111 -1.766 -0.782
C 3.320 2.830 0.735
N 2.582 1.715 0.158
C 3.013 1.325 -1.175
C 2.029 0.727 0.935
O 2.078 -0.458 0.604
N 1.372 1.123 2.071
C 0.987 0.123 3.049
C 0.792 2.440 2.260
H 4.387 2.710 0.528
H 3.194 2.861 1.813
H 2.996 3.784 0.314
H 3.050 2.218 -1.799
H 2.307 0.618 -1.603
H 4.004 0.862 -1.164
H 1.417 -0.833 2.771
H -0.103 0.022 3.085
H 1.343 0.406 4.042
H 0.837 3.013 1.337
H 1.289 3.003 3.055
H -0.261 2.325 2.538
C 1.449 -2.601 -5.778
C 1.234 -3.545 -4.599
S 2.123 -2.967 -3.139
O 1.184 -3.200 -1.960
C 3.359 -4.257 -2.968
C 2.783 -5.602 -2.549
H 0.932 -2.982 -6.657
H 2.506 -2.508 -6.030
H 1.065 -1.604 -5.560
H 1.554 -4.559 -4.829
H 0.195 -3.572 -4.270
H 4.054 -3.871 -2.221
H 3.875 -4.284 -3.932
H 2.104 -5.476 -1.708
H 3.595 -6.257 -2.237
H 2.248 -6.092 -3.362
N 2.284 -3.430 1.197
N 0.861 -3.473 1.083
H 2.597 -3.805 2.086
H 2.559 -2.457 1.125
H 0.386 -3.190 1.934
H 0.578 -4.414 0.844
C -1.195 -0.487 -0.148
C -1.921 0.427 0.290
C -2.714 1.400 0.790
C -3.733 1.035 1.790
C -4.399 -0.187 1.678
C -5.340 -0.553 2.624
C -5.599 0.281 3.704
C -4.919 1.484 3.840
C -3.996 1.868 2.881
C -2.535 2.783 0.342
C -1.338 3.145 -0.289
C -1.147 4.439 -0.731
C -2.155 5.383 -0.562
C -3.357 5.032 0.039
C -3.548 3.737 0.491
H -4.185 -0.831 0.834
H -5.867 -1.492 2.522
H -6.332 -0.009 4.446
H -5.107 2.124 4.692
H -3.447 2.793 3.000
H -0.563 2.399 -0.414
H -0.218 4.715 -1.212
H -2.006 6.398 -0.910
H -4.147 5.763 0.144
H -4.500 3.455 0.920

Properties
**Energy above the lowest of the compared OMol25 structures with the same formula, charge and spin**: 23.8 kJ/mol
**M**: 641.6 g/mol
**E_LUMO**: -4.39 eV
**Total charge**: +1
**HOMO-LUMO gap**: 6.32 eV

***

# 2
Here is a cluster of 2 separate species, C2H3Cl2NO in total in a non-equilibrium geometry from OMol25. Energies are from ωB97M-V/def2-TZVPD.

Atoms and positions in Å:
C -1.053 -0.356 0.064
C -0.027 0.707 -0.033
N 1.201 0.352 0.045
O 2.278 0.887 -0.017
Cl 1.695 -2.128 -0.097
Cl -0.301 2.426 -0.130
H -1.416 -0.557 -0.934
H -1.756 0.047 0.736
H -0.621 -1.379 0.366

Properties
**Energy above the lowest of the compared OMol25 structures with the same formula, charge and spin**: 477.0 kJ/mol
**M**: 128.0 g/mol
**E_LUMO (spin up / spin down)**: -3.21 / -3.21 eV
**Total charge**: 0
**HOMO-LUMO gap (spin up / spin down)**: 7.18 / 7.18 eV

***

# 3
Here is a structure of composition C41H82I2NO12 in a non-equilibrium geometry from OMol25. Energies are from ωB97M-V/def2-TZVPD.

Atoms and positions in Å:
C -5.478 0.537 -3.589
C -4.449 0.912 -4.731
O -4.680 0.262 -5.989
C -3.802 -0.802 -6.249
C -3.861 -2.145 -5.387
O -5.049 -2.533 -4.776
C -5.596 -3.732 -5.365
C -7.186 -3.800 -5.263
C -7.835 -2.412 -4.874
C -7.649 -5.007 -4.360
C -7.584 -4.728 -2.806
C -9.086 -5.496 -4.835
C -2.586 -1.931 -4.469
C -2.323 -3.261 -3.661
C -2.770 -3.137 -2.123
C -1.603 -2.524 -1.224
O -4.013 -2.460 -1.960
N -1.461 -1.321 -5.321
I -0.340 -0.324 -3.856
C -0.430 -2.297 -5.887
C 0.644 -1.616 -6.814
C 0.461 -1.952 -8.360
I 0.586 -4.090 -8.703
C -2.229 -0.529 -6.348
C -1.811 0.920 -6.731
O -0.895 0.952 -7.865
C -0.353 2.251 -7.891
C 1.098 2.335 -8.077
C 1.688 3.659 -8.064
C 0.948 4.888 -7.884
C -0.502 4.803 -7.744
C -1.100 3.482 -7.752
H -6.181 1.403 -3.451
H -6.015 -0.417 -3.785
H -4.892 0.489 -2.630
H -4.574 2.015 -4.921
H -3.416 0.790 -4.314
H -4.086 -1.144 -7.281
H -3.467 -2.901 -6.135
H -5.331 -3.885 -6.441
H -5.149 -4.600 -4.801
H -7.562 -4.024 -6.301
H -7.292 -1.546 -5.340
H -8.855 -2.403 -5.352
H -8.004 -2.277 -3.782
H -6.933 -5.851 -4.578
H -6.964 -5.489 -2.258
H -7.177 -3.728 -2.527
H -8.622 -4.842 -2.387
H -9.791 -5.631 -3.971
H -9.017 -6.492 -5.334
H -9.511 -4.747 -5.560
H -2.688 -1.148 -3.672
H -3.002 -4.052 -4.085
H -1.269 -3.622 -3.635
H -2.901 -4.186 -1.740
H -1.554 -2.997 -0.216
H -0.643 -2.712 -1.781
H -1.680 -1.401 -1.159
H -3.816 -1.540 -1.713
H 0.131 -2.669 -4.991
H -1.009 -3.116 -6.390
H 0.785 -0.521 -6.651
H 1.628 -2.094 -6.545
H -0.447 -1.473 -8.789
H 1.373 -1.520 -8.853
H -1.995 -1.091 -7.301
H -1.439 1.559 -5.894
H -2.747 1.425 -7.106
H 1.697 1.414 -8.219
H 2.788 3.725 -8.193
H 1.426 5.889 -7.848
H -1.090 5.740 -7.607
H -2.209 3.439 -7.614
C 2.378 -2.075 3.708
O 3.264 -2.921 2.986
C 2.585 -3.969 2.306
C 2.462 -3.673 0.821
O 1.584 -2.575 0.582
C 2.283 -1.376 0.291
H 2.938 -1.202 4.043
H 1.544 -1.738 3.086
H 1.994 -2.603 4.586
H 1.602 -4.153 2.751
H 3.187 -4.874 2.434
H 2.025 -4.545 0.324
H 3.446 -3.491 0.378
H 2.726 -1.437 -0.710
H 3.064 -1.172 1.027
H 1.567 -0.553 0.305
C 5.561 -1.027 9.112
O 6.509 -1.540 8.189
C 5.906 -2.329 7.170
C 5.801 -1.559 5.865
O 4.867 -0.487 5.972
C 5.508 0.771 6.125
H 6.064 -0.292 9.741
H 4.726 -0.538 8.603
H 5.184 -1.834 9.748
H 4.924 -2.695 7.487
H 6.555 -3.197 7.014
H 5.425 -2.233 5.088
H 6.782 -1.194 5.546
H 5.975 1.066 5.179
H 6.262 0.748 6.915
H 4.752 1.511 6.386
C 6.213 6.949 8.434
O 7.407 6.436 7.860
C 7.788 5.186 8.424
C 7.442 4.034 7.496
O 6.032 3.866 7.383
C 5.524 4.390 6.166
H 5.887 7.798 7.833
H 5.416 6.201 8.443
H 6.407 7.295 9.454
H 7.332 5.044 9.408
H 8.874 5.215 8.556
H 7.841 3.108 7.922
H 7.900 4.175 6.511
H 5.824 3.747 5.331
H 5.872 5.410 5.987
H 4.435 4.399 6.225
C -0.106 6.198 8.696
O 1.088 5.688 8.122
C 1.471 4.437 8.685
C 1.127 3.286 7.755
O -0.282 3.115 7.642
C -0.796 3.638 6.428
H -0.434 7.048 8.096
H -0.902 5.449 8.705
H 0.087 6.544 9.717
H 1.015 4.295 9.670
H 2.557 4.469 8.818
H 1.527 2.360 8.180
H 1.585 3.430 6.771
H -0.497 2.998 5.590
H -0.453 4.660 6.250
H -1.884 3.640 6.493

Properties
**Energy above the lowest of the compared OMol25 structures with the same formula, charge and spin**: 305.1 kJ/mol
**M**: 1034.9 g/mol
**E_LUMO**: -4.79 eV
**Total charge**: +1
**HOMO-LUMO gap**: 5.44 eV

***

# 4
Here is a structure of composition C30H32N2O4PSTi in a non-equilibrium geometry from OMol25. Energies are from ωB97M-V/def2-TZVPD.

Atoms and positions in Å:
Ti -0.949 1.191 0.884
O -1.911 2.021 3.097
N -1.343 0.742 2.781
C -1.308 -0.153 3.767
C -0.918 -1.517 3.574
C -0.927 -2.319 4.743
C -0.608 -3.652 4.716
C -0.254 -4.264 3.508
C -0.226 -3.506 2.360
C -0.554 -2.140 2.356
P -0.394 -1.300 0.765
C -1.605 -2.060 -0.358
C -1.591 -1.705 -1.709
C -2.572 -2.175 -2.566
C -3.595 -2.984 -2.082
C -3.626 -3.324 -0.739
C -2.633 -2.867 0.121
C 1.257 -1.758 0.163
C 2.355 -1.218 0.832
C 3.641 -1.555 0.442
C 3.844 -2.423 -0.624
C 2.755 -2.965 -1.290
C 1.464 -2.639 -0.894
H -1.880 2.096 4.060
H -1.604 0.164 4.762
H -1.199 -1.854 5.683
H -0.628 -4.227 5.632
H 0.004 -5.314 3.472
H 0.067 -3.978 1.428
H -0.821 -1.049 -2.098
H -2.542 -1.903 -3.613
H -4.362 -3.347 -2.753
H -4.418 -3.955 -0.356
H -2.663 -3.150 1.166
H 2.208 -0.537 1.662
H 4.490 -1.144 0.975
H 4.849 -2.683 -0.928
H 2.906 -3.652 -2.113
H 0.620 -3.077 -1.412
N -3.261 0.822 0.590
C -3.812 1.293 -0.714
C -3.189 2.646 -1.059
C -1.730 2.486 -0.744
O -1.141 1.430 -1.159
O -1.157 3.179 0.145
H -3.491 -0.158 0.717
H -3.693 1.321 1.363
H -4.900 1.349 -0.695
H -3.516 0.551 -1.452
H -3.594 3.450 -0.447
H -3.346 2.896 -2.108
C 2.833 3.134 -4.989
C 2.537 3.107 -3.517
C 2.322 4.285 -2.810
C 2.058 4.264 -1.447
C 2.033 3.043 -0.793
C 2.232 1.847 -1.470
C 2.480 1.893 -2.829
S 1.733 3.066 0.945
C 3.380 2.752 1.531
O 1.035 1.729 1.288
H 2.567 4.092 -5.432
H 2.284 2.352 -5.513
H 3.897 2.967 -5.171
H 2.346 5.234 -3.332
H 1.861 5.184 -0.912
H 2.180 0.898 -0.951
H 2.630 0.967 -3.373
H 3.738 1.822 1.091
H 3.351 2.690 2.617
H 4.004 3.590 1.219

Properties
**Energy above the lowest of the compared OMol25 structures with the same formula, charge and spin**: 36.8 kJ/mol
**M**: 595.5 g/mol
**E_LUMO (spin up / spin down)**: -2.26 / -2.67 eV
**Multiplicity**: 3
**Total charge**: +1
**HOMO-LUMO gap (spin up / spin down)**: 6.18 / 8.58 eV

***

# 5
Here is an isolated molecule of C17H25N3OS from OMol25. Energies are from ωB97M-V/def2-TZVPD.

Atoms and positions in Å:
C -6.498 -3.360 1.127
C -6.473 -1.909 0.661
C -5.123 -1.534 0.057
H -4.904 -2.193 -0.788
C -5.104 -0.078 -0.411
N -3.826 0.286 -0.971
C -2.930 1.099 -0.374
N -1.732 1.286 -1.003
C -0.769 2.206 -0.434
H -1.305 2.977 0.119
H -0.219 2.664 -1.261
C 0.211 1.483 0.498
N 0.863 0.426 -0.243
C 2.193 0.117 -0.090
C 2.941 0.585 1.001
C 4.283 0.303 1.126
C 4.949 -0.463 0.168
C 4.206 -0.928 -0.922
C 2.869 -0.649 -1.053
H 2.346 -1.007 -1.927
H 4.719 -1.512 -1.672
C 6.380 -0.810 0.237
O 6.909 -1.505 -0.606
C 7.168 -0.261 1.406
H 6.754 -0.629 2.342
H 8.202 -0.584 1.321
H 7.129 0.826 1.409
H 4.807 0.675 1.992
H 2.460 1.154 1.781
C -0.087 -0.496 -0.815
H 0.425 -1.291 -1.354
C -1.050 0.250 -1.752
H -1.746 -0.462 -2.195
H -0.485 0.730 -2.557
H -0.683 -0.955 -0.009
H 0.947 2.205 0.847
H -0.344 1.086 1.359
S -3.313 1.909 1.023
H -3.591 -0.144 -1.851
H -5.880 0.084 -1.166
H -5.292 0.588 0.434
H -4.338 -1.674 0.804
H -6.681 -1.251 1.506
H -7.257 -1.752 -0.084
H -5.733 -3.531 1.880
H -6.316 -4.034 0.293
H -7.465 -3.604 1.559

Properties
**Energy above the lowest of the compared OMol25 structures with the same formula, charge and spin**: 151.0 kJ/mol
**M**: 319.5 g/mol
**E_LUMO**: 0.47 eV
**SMILES string**: CCCCNC(=S)N1CCN(c2ccc(C(C)=O)cc2)CC1
**Total charge**: 0
**HOMO-LUMO gap**: 8.30 eV

***

# 6
Here is a cluster of 2 separate species, C6H9NO in total in a non-equilibrium geometry from OMol25. Energies are from ωB97M-V/def2-TZVPD.

Atoms and positions in Å:
C -1.622 -1.075 -0.974
C 0.004 -0.819 -1.240
C 0.330 0.237 -0.055
C -0.615 1.187 0.502
C 0.206 1.649 1.649
C 1.332 0.159 0.700
H -2.080 -1.979 -0.209
H -2.202 -1.795 -1.782
H -2.296 -0.094 -0.923
H 0.813 -1.518 -1.235
H 0.109 -0.380 -2.414
H -1.625 1.491 -0.015
H -0.302 2.271 2.594
H 2.516 1.371 1.957
H 1.912 -0.825 -0.804
N 1.355 0.986 1.729
O 2.165 -0.866 0.519

Properties
**Energy above the lowest of the compared OMol25 structures with the same formula, charge and spin**: 792.0 kJ/mol
**M**: 111.1 g/mol
**E_LUMO**: 0.27 eV
**Total charge**: 0
**HOMO-LUMO gap**: 7.72 eV

***

# 7
Here is an isolated molecule of C4H9NO2 in a non-equilibrium geometry from OMol25. Energies are from ωB97M-V/def2-TZVPD.

Atoms and positions in Å:
C 1.951 -0.592 -0.988
N 0.863 0.373 -0.946
C 0.394 0.629 0.346
O -0.453 1.765 0.454
C -1.572 0.979 0.874
C -0.876 -0.342 0.603
O -1.303 -0.967 -0.598
H 1.727 -1.545 -0.479
H 2.171 -0.804 -2.035
H 2.849 -0.158 -0.533
H 1.191 0.622 1.114
H -1.799 1.122 1.931
H -2.444 1.214 0.253
H -0.672 -1.091 1.369
H -2.056 -1.191 0.042
H 0.029 -0.015 -1.408

Properties
**Energy above the lowest of the compared OMol25 structures with the same formula, charge and spin**: 352.8 kJ/mol
**M**: 103.1 g/mol
**E_LUMO**: 0.73 eV
**SMILES string**: CN[C@H]1OC[C@H]1O
**Total charge**: 0
**HOMO-LUMO gap**: 9.60 eV

***

# 8
Here is a structure of composition C46H42AsN3O5PRh from OMol25. Energies are from ωB97M-V/def2-TZVPD.

Atoms and positions in Å:
Rh -0.582 1.708 -1.122
C -2.847 -0.813 -3.716
C -1.929 -1.105 -4.708
C -0.666 -0.530 -4.657
C -0.348 0.315 -3.605
N -1.246 0.546 -2.621
C -2.464 0.015 -2.676
C 0.930 1.054 -3.489
C 1.906 1.055 -4.476
C 3.036 1.840 -4.311
C 3.163 2.603 -3.162
C 2.153 2.553 -2.217
N 1.068 1.797 -2.370
H -3.846 -1.219 -3.729
H -2.190 -1.765 -5.523
H 0.056 -0.736 -5.432
H -3.115 0.265 -1.851
H 1.777 0.473 -5.375
H 3.799 1.862 -5.074
H 4.022 3.233 -2.994
H 2.199 3.137 -1.312
C 0.501 5.584 0.568
C 0.696 4.107 0.712
N 1.457 3.661 1.709
O 0.162 3.338 -0.098
H 0.389 6.058 1.542
H -0.384 5.766 -0.033
H 1.371 6.021 0.076
H 1.849 4.298 2.383
H 1.564 2.669 1.863
O -2.425 3.521 0.567
C -2.932 2.426 0.477
O -2.357 1.461 -0.217
C -4.218 2.050 1.126
C -4.895 0.873 0.814
C -6.111 0.544 1.412
C -6.604 1.436 2.334
O -7.746 1.351 3.051
C -7.817 2.544 3.837
O -6.641 3.309 3.579
C -5.933 2.620 2.649
C -4.747 2.961 2.057
H -4.481 0.205 0.073
H -6.651 -0.356 1.161
H -7.848 2.272 4.896
H -8.699 3.118 3.538
H -4.234 3.884 2.277
C 1.656 -0.622 -0.280
C 2.701 0.235 0.405
As 4.449 -0.688 0.737
C 3.674 -2.163 1.759
C 3.685 -2.005 3.144
C 3.107 -2.957 3.970
C 2.512 -4.081 3.419
C 2.505 -4.254 2.043
C 3.085 -3.303 1.217
C 4.691 -1.512 -1.017
C 4.377 -0.817 -2.182
C 4.658 -1.356 -3.427
C 5.269 -2.598 -3.526
C 5.609 -3.288 -2.372
C 5.329 -2.746 -1.127
P -0.063 -0.137 0.024
C -1.066 -1.549 -0.444
C -0.614 -2.469 -1.388
C -1.412 -3.548 -1.732
C -2.651 -3.716 -1.131
C -3.094 -2.811 -0.178
C -2.304 -1.727 0.170
C -0.208 0.015 1.807
C 0.012 -1.158 2.534
C -0.008 -1.119 3.917
C -0.233 0.081 4.577
C -0.443 1.245 3.854
C -0.426 1.218 2.468
H 1.698 -1.643 0.119
H 1.834 -0.693 -1.354
H 2.369 0.510 1.411
H 2.906 1.154 -0.152
H 4.168 -1.140 3.586
H 3.138 -2.829 5.043
H 2.075 -4.834 4.062
H 2.063 -5.143 1.611
H 3.092 -3.466 0.145
H 3.925 0.169 -2.125
H 4.417 -0.802 -4.324
H 5.497 -3.018 -4.495
H 6.105 -4.245 -2.439
H 5.616 -3.293 -0.236
H 0.355 -2.360 -1.856
H -1.059 -4.267 -2.457
H -3.265 -4.567 -1.392
H -4.048 -2.956 0.308
H -2.640 -1.028 0.924
H 0.188 -2.102 2.032
H 0.152 -2.029 4.478
H -0.255 0.105 5.657
H -0.638 2.177 4.368
H -0.633 2.120 1.914

Properties
**Energy above the lowest of the compared OMol25 structures with the same formula, charge and spin**: 0.0 kJ/mol
**M**: 925.7 g/mol
**E_LUMO**: -6.59 eV
**Total charge**: +2
**HOMO-LUMO gap**: 5.30 eV